The following is a DFT calculation (the ωB97M-V functional and the def2-TZVPD basis) of a cluster of 2 separate species, C3H3NOS2 in total.

Last column: Löwdin charge in e.
Element x y z (Å)
1 C -0.428 -1.697 -0.345  -0.849
2 C -0.663 1.079 -0.251  -0.811
3 C 1.439 1.259 0.820  -0.024
4 N -0.960 -1.689 -1.421  0.132
5 O 0.522 1.334 -0.199  -0.135
6 S -2.146 1.519 0.090  0.722
7 S 0.665 -1.854 0.792  0.714
8 H 2.423 0.766 0.742  0.070
9 H 0.893 1.321 1.761  0.066
10 H -1.745 -2.038 -1.989  0.115

## Properties
highest occupied orbital energy (alpha / beta) = -8.2537 / -7.0811 eV
energy relative to the best compared isomer or geometry (same formula, charge and spin) = 564.39 kJ/mol
LUMO level (alpha / beta) = 0.009 / -0.009 hartree